[1]
24
Properties=species:S:1:pos:R:3:forces:R:3 method="wB97M-V/def2-TZVPD" e_homo_ev=-9.76 orbital_gap_ev=10.4616 charge=0
C -0.084 -1.562 -0.448 -0.897 -0.607 -0.922
C -0.427 -0.253 1.663 -1.114 0.189 1.487
C 1.383 -1.743 -0.391 0.550 0.287 1.028
C 2.050 -0.424 0.100 -1.544 -0.525 -1.845
C 1.347 0.820 -0.524 1.287 0.635 1.852
C -0.849 -0.444 0.294 0.516 1.916 -3.562
C 0.016 1.026 0.196 -1.364 -2.133 -2.938
C -2.371 -0.491 -0.059 2.058 -2.988 -1.991
C -0.688 2.242 -0.294 -0.121 1.829 0.706
O -0.651 -2.352 -1.166 -1.101 0.142 0.010
O -0.654 -0.891 2.623 0.226 -0.794 1.651
O 0.174 0.958 1.598 0.312 0.252 0.731
H 1.461 -2.657 0.275 0.537 1.190 -0.345
H 1.689 -2.096 -1.385 0.022 0.325 0.242
H 1.884 -0.387 1.133 0.568 0.198 1.573
H 3.059 -0.399 -0.172 1.645 -0.066 0.024
H 1.889 1.766 -0.204 -0.018 -1.107 -0.571
H 1.389 0.769 -1.618 -0.697 0.095 0.222
H -2.555 -0.941 -1.145 0.686 0.947 2.428
H -2.933 0.361 0.033 -0.824 2.420 0.355
H -2.737 -1.195 0.654 -0.732 -0.748 0.332
H -1.693 2.465 0.177 0.905 -0.674 -0.922
H -0.623 2.318 -1.399 -0.623 -0.251 0.663
H -0.075 3.111 0.059 -0.277 -0.533 -0.209

[2]
19
Properties=species:S:1:pos:R:3:forces:R:3 method="wB97M-V/def2-TZVPD" e_homo_ev=-7.74 orbital_gap_ev=7.9382 charge=0
C 0.141 -1.318 2.584 0.068 0.004 -0.236
C -0.718 -0.828 1.386 -0.163 -0.002 -0.469
C 0.035 -0.663 0.040 -0.312 -0.196 -0.827
C -1.156 1.544 -1.821 0.210 -0.008 -0.037
C 0.046 0.957 -2.094 0.172 0.943 0.137
C 1.279 0.829 -1.111 0.083 -0.067 -0.167
O 0.850 0.448 0.134 0.144 -0.037 0.069
H 0.619 -2.284 2.384 -0.074 0.132 -0.092
H 0.930 -0.608 2.853 -0.138 -0.043 -0.201
H -0.484 -1.453 3.479 0.046 0.085 -0.332
H -1.536 -1.541 1.247 0.015 0.058 -0.059
H -1.170 0.129 1.679 0.060 -0.157 -0.289
H 0.561 -1.579 -0.243 0.357 -0.097 0.305
H -1.837 1.168 -1.058 0.510 0.362 0.283
H -1.450 2.454 -2.335 -0.382 -0.523 -0.605
H 0.455 1.163 -3.088 0.005 0.317 0.124
H -0.312 -0.371 -1.481 -0.398 -0.610 2.588
H 2.013 0.129 -1.536 -0.129 0.059 -0.031
H 1.734 1.825 -1.019 -0.074 -0.220 -0.163

[3]
120
Properties=species:S:1:pos:R:3:forces:R:3 method="wB97M-V/def2-TZVPD" e_homo_ev="-1.26 / -2.07" spin_multiplicity=4 orbital_gap_ev="4.8987 / 5.7045" charge=-2
V -1.553 -0.993 -0.529 1.368 3.254 -2.325
C -2.037 -1.578 -4.142 0.064 -0.041 -0.143
C -0.785 -1.099 -3.734 0.057 0.052 -0.130
C -0.400 -1.790 -2.574 0.152 -0.468 -0.293
C -1.434 -2.732 -2.269 0.206 -0.146 -0.330
C -2.435 -2.586 -3.257 -0.106 -0.006 0.088
H -2.618 -1.204 -4.976 -0.023 0.062 0.041
H -0.235 -0.291 -4.201 -0.007 0.025 0.052
H 0.605 -1.830 -2.170 -0.075 0.155 0.198
H -1.288 -3.626 -1.673 -0.114 0.114 0.174
H -3.360 -3.148 -3.308 0.012 -0.007 -0.007
C -5.381 6.242 -0.315 0.126 -0.043 0.041
C -4.722 5.064 0.355 -0.036 -0.032 -0.068
C -4.361 3.940 -0.375 -0.079 0.176 0.069
C -3.749 2.856 0.241 0.057 -0.159 0.003
C -3.497 2.895 1.596 -0.004 -0.261 0.063
C -3.841 4.016 2.340 0.054 0.070 0.117
C -4.449 5.093 1.722 0.070 -0.052 0.030
S -2.856 1.502 2.525 -0.171 -0.093 0.160
O -1.585 1.903 3.068 0.062 0.032 -0.180
O -3.885 1.279 3.538 0.080 -0.134 -0.233
N -2.675 0.313 1.469 0.114 0.224 0.005
C -3.473 -0.776 1.383 -0.398 -0.203 0.134
C -4.563 -1.127 2.213 -0.152 -0.185 0.062
C -5.245 -2.305 2.003 0.217 0.198 -0.112
C -4.873 -3.136 0.946 -0.096 -0.080 0.005
C -3.819 -2.740 0.158 0.006 -0.085 -0.036
N -3.113 -1.615 0.360 -2.504 -0.604 1.300
H -5.788 5.959 -1.285 -0.013 0.019 -0.001
H -4.653 7.042 -0.476 -0.035 0.022 -0.020
H -6.188 6.640 0.303 -0.017 0.032 -0.028
H -4.550 3.912 -1.440 0.026 -0.035 0.004
H -3.469 1.978 -0.322 -0.025 0.035 -0.012
H -3.634 4.015 3.404 -0.046 0.069 -0.005
H -4.716 5.968 2.306 -0.013 -0.003 0.004
H -4.831 -0.460 3.012 -0.006 -0.008 0.034
H -6.066 -2.578 2.656 -0.018 0.030 0.005
H -5.387 -4.066 0.745 0.030 0.006 -0.043
H -3.494 -3.339 -0.682 0.069 0.019 0.007
C 3.941 0.285 4.736 -0.162 -0.009 0.138
C 2.537 0.168 5.336 0.000 0.069 -0.193
C 1.398 0.390 4.331 0.168 -0.219 0.031
C 1.190 -0.751 3.328 -0.068 0.218 0.075
N 2.140 -0.735 2.215 -0.166 -0.179 -0.012
C 1.848 -0.044 1.065 0.270 0.085 -0.021
S 0.590 1.034 0.988 0.209 0.012 -0.325
N 2.710 -0.296 0.049 -0.123 0.096 -0.006
C 2.644 0.329 -1.267 -0.013 0.184 0.036
C 3.216 1.750 -1.287 0.036 -0.138 0.338
C 4.578 1.889 -0.611 0.032 -0.053 -0.214
C 5.703 1.169 -1.353 -0.089 0.058 0.140
H 4.704 -0.028 5.453 0.009 0.031 -0.024
H 4.147 1.318 4.447 0.000 -0.009 -0.057
H 4.025 -0.328 3.842 0.095 -0.043 -0.057
H 2.442 0.901 6.143 -0.019 -0.059 0.043
H 2.419 -0.823 5.791 -0.019 0.014 0.033
H 1.554 1.309 3.763 -0.057 0.052 0.028
H 0.460 0.518 4.876 -0.014 0.037 -0.035
H 0.178 -0.666 2.925 0.006 -0.068 -0.007
H 1.287 -1.718 3.831 0.024 -0.027 -0.027
H 2.625 -1.609 2.070 0.041 -0.039 0.005
H 3.323 -1.086 0.152 0.007 -0.031 0.005
H 1.603 0.372 -1.598 0.023 -0.052 -0.022
H 3.203 -0.317 -1.949 -0.074 -0.081 0.008
H 2.504 2.401 -0.788 -0.112 0.093 -0.030
H 3.273 2.092 -2.322 -0.045 0.011 -0.079
H 4.512 1.507 0.412 -0.010 0.065 0.014
H 4.818 2.953 -0.543 0.018 -0.006 0.051
H 5.523 0.091 -1.392 0.031 -0.001 -0.041
H 6.667 1.327 -0.862 0.014 -0.029 -0.043
H 5.775 1.537 -2.380 0.035 -0.046 -0.026
C 3.912 -7.371 2.835 -0.012 0.075 -0.005
C 3.997 -5.860 2.584 0.022 0.022 0.027
C 4.504 -5.155 3.855 0.026 -0.087 -0.051
C 5.016 -5.633 1.464 -0.074 0.022 0.036
C 2.624 -5.273 2.246 0.031 -0.017 0.009
C 1.522 -5.587 3.037 -0.022 -0.098 0.027
C 0.270 -4.991 2.862 -0.063 0.127 -0.048
C 0.147 -4.041 1.872 0.209 0.023 -0.098
O -0.900 -3.259 1.534 -0.048 -0.267 0.321
B -0.489 -2.366 0.484 1.241 -1.431 1.162
O 0.877 -2.756 0.191 0.302 -0.257 0.071
C 1.234 -3.732 1.051 -0.083 -0.007 0.200
C 2.468 -4.329 1.220 -0.065 0.095 -0.057
H 4.904 -7.771 3.059 0.004 -0.003 0.008
H 3.524 -7.881 1.951 -0.003 -0.019 0.010
H 3.260 -7.604 3.676 -0.006 -0.029 -0.004
H 5.511 -5.492 4.119 -0.009 -0.013 0.001
H 3.837 -5.356 4.694 0.007 0.011 0.019
H 4.528 -4.075 3.700 0.022 0.001 0.015
H 5.958 -6.128 1.711 -0.001 -0.004 0.028
H 5.228 -4.572 1.327 0.009 -0.005 -0.044
H 4.652 -6.042 0.519 0.027 0.028 -0.022
H 1.620 -6.313 3.835 0.049 0.012 0.008
H -0.564 -5.246 3.502 -0.014 0.027 -0.008
H 3.286 -4.047 0.568 -0.010 -0.016 -0.011
N -0.901 5.697 -8.044 0.076 0.093 0.005
C -0.793 5.254 -6.714 -0.009 0.053 0.102
C -1.520 5.883 -5.704 0.017 -0.046 -0.132
C -1.373 5.481 -4.387 -0.043 -0.108 0.069
C -0.511 4.445 -4.075 0.014 -0.059 0.404
C 0.226 3.821 -5.067 -0.065 -0.050 -0.069
C 0.087 4.224 -6.384 -0.027 -0.016 -0.003
S -0.243 3.963 -2.361 0.068 -0.321 -0.008
O -1.124 4.795 -1.573 -0.186 0.040 -0.132
O 1.177 4.167 -2.191 -0.013 -0.192 0.083
N -0.545 2.405 -2.217 0.206 0.323 -0.023
C -1.761 1.888 -2.385 -0.554 0.404 -0.668
S -3.020 2.613 -3.483 0.336 -0.304 0.358
C -4.083 1.294 -3.125 0.057 0.269 -0.189
C -3.470 0.424 -2.306 -0.109 0.187 -0.059
N -2.197 0.749 -1.892 -0.138 -0.209 0.391
H -1.787 6.128 -8.253 -0.033 -0.048 -0.049
H -0.653 4.998 -8.725 -0.067 -0.043 -0.034
H -2.213 6.677 -5.962 0.030 0.035 0.015
H -1.929 5.943 -3.580 -0.023 0.017 -0.047
H 0.897 3.018 -4.789 0.012 -0.006 -0.065
H 0.653 3.736 -7.170 0.015 -0.007 0.013
H -5.064 1.235 -3.566 -0.009 -0.069 0.079
H -3.913 -0.495 -1.952 0.025 -0.019 0.014

[4]
140
Properties=species:S:1:pos:R:3:forces:R:3 method="wB97M-V/def2-TZVPD" e_homo_ev=-2.40 orbital_gap_ev=6.2435 charge=-2
Sc -0.266 0.041 0.008 0.459 -0.353 0.241
C 2.635 -3.361 1.247 -0.085 0.030 -0.040
C 1.888 -3.959 0.094 -0.254 0.057 0.183
C 2.504 -4.868 -0.752 0.106 -0.098 -0.051
C 1.798 -5.512 -1.754 0.079 -0.132 -0.002
C 0.438 -5.279 -1.870 0.121 -0.183 -0.032
C -0.205 -4.375 -1.044 -0.036 0.008 0.295
C -1.689 -4.190 -1.132 0.144 0.027 0.006
C 0.526 -3.653 -0.079 0.229 -0.646 -0.244
N -0.101 -2.629 0.618 -0.459 0.845 0.044
C -0.865 -2.938 1.648 0.492 -0.181 -0.231
O -0.986 -4.041 2.212 -0.097 -0.052 0.245
C -1.770 -1.815 2.105 -0.344 -0.283 0.292
C -2.453 -1.897 3.318 0.178 0.020 -0.141
C -3.479 -1.004 3.576 0.167 0.041 -0.131
C -3.847 -0.114 2.581 0.139 0.047 -0.290
C -3.116 -0.093 1.395 -0.502 0.030 0.315
N -2.059 -0.884 1.196 0.128 0.225 0.419
C -3.631 0.675 0.194 -0.060 0.035 -0.390
O -4.752 1.211 0.262 0.010 0.097 0.255
N -2.834 0.548 -0.846 0.888 -0.337 0.468
C -3.201 1.066 -2.082 -0.418 0.246 -0.544
C -3.568 0.191 -3.119 -0.028 0.084 0.245
C -3.763 -1.277 -2.863 0.063 0.167 0.070
C -3.787 0.687 -4.393 -0.060 0.034 -0.110
C -3.685 2.037 -4.665 -0.042 0.029 -0.140
C -3.393 2.909 -3.630 -0.037 0.089 -0.120
C -3.168 2.449 -2.345 0.049 -0.131 0.188
C -2.903 3.409 -1.228 0.014 -0.115 0.053
H 3.700 -3.258 1.035 0.082 0.000 0.000
H 2.521 -4.010 2.118 0.000 0.032 0.092
H 2.214 -2.391 1.494 0.021 0.127 0.084
H 3.559 -5.082 -0.612 0.054 0.010 0.018
H 2.302 -6.210 -2.412 -0.017 -0.034 -0.041
H -0.136 -5.813 -2.619 -0.059 0.013 -0.064
H -2.072 -4.576 -2.076 -0.070 0.023 -0.076
H -1.948 -3.137 -1.024 -0.119 0.041 -0.038
H -2.163 -4.733 -0.312 -0.107 0.056 0.066
H -2.165 -2.662 4.022 0.012 -0.136 -0.052
H -4.013 -1.030 4.519 0.019 -0.004 -0.005
H -4.690 0.556 2.674 -0.013 0.004 -0.075
H -2.880 -1.845 -3.162 0.004 -0.123 0.024
H -4.616 -1.645 -3.437 0.035 -0.057 0.006
H -3.942 -1.448 -1.804 0.014 -0.130 0.034
H -4.050 -0.010 -5.180 -0.028 -0.030 -0.089
H -3.850 2.413 -5.667 0.006 -0.001 -0.041
H -3.344 3.975 -3.823 0.024 0.056 0.017
H -2.035 3.089 -0.652 0.058 0.073 0.057
H -2.735 4.414 -1.613 0.056 0.089 -0.019
H -3.766 3.423 -0.560 -0.036 0.027 0.128
C 3.184 6.684 3.018 -0.005 -0.002 -0.201
C 2.898 6.439 1.528 0.057 0.124 0.006
C 4.240 6.265 0.808 -0.237 0.054 0.125
C 2.188 7.663 0.932 0.129 -0.123 0.080
C 2.008 5.215 1.371 -0.022 0.019 0.012
C 2.393 4.088 0.666 -0.046 -0.036 0.059
C 1.557 2.999 0.575 -0.037 -0.417 -0.274
Se 2.285 1.459 -0.349 0.120 0.153 0.663
C 3.197 0.844 1.255 -0.557 -0.068 -0.579
C 4.486 1.238 1.526 -0.141 -0.033 -0.021
C 5.053 0.942 2.756 0.090 0.029 -0.023
C 4.264 0.212 3.640 0.143 0.111 -0.188
C 2.969 -0.217 3.394 -0.320 -0.079 0.002
C 2.359 0.097 2.136 0.580 0.387 -0.396
O 1.181 -0.234 1.740 -0.634 -0.336 -0.036
C 2.278 -0.957 4.541 -0.129 -0.090 0.237
C 2.180 -0.029 5.764 0.030 -0.087 -0.127
C 3.103 -2.198 4.919 -0.086 0.154 -0.028
C 0.860 -1.421 4.216 0.044 0.072 -0.031
C 6.432 1.433 3.173 0.124 -0.009 0.025
C 6.311 2.234 4.480 0.089 -0.088 -0.183
C 7.052 2.347 2.111 -0.088 -0.157 0.208
C 7.375 0.239 3.387 -0.083 0.208 -0.017
C 0.261 2.921 1.153 0.896 0.713 -0.053
O -0.465 1.869 0.989 -0.566 -0.819 -0.401
C -0.117 4.084 1.899 -0.158 -0.408 -0.056
C 0.749 5.164 1.960 0.285 0.059 -0.101
C -1.427 4.231 2.678 -0.201 0.007 0.163
C -1.114 4.530 4.156 -0.009 0.003 -0.181
C -2.236 5.396 2.086 0.096 -0.134 0.085
C -2.313 2.988 2.655 0.075 0.003 -0.029
H 3.864 7.528 3.146 0.068 0.121 0.021
H 3.641 5.801 3.460 0.042 -0.090 0.069
H 2.268 6.899 3.562 -0.110 -0.001 0.091
H 4.852 7.158 0.936 0.021 0.077 0.022
H 4.085 6.105 -0.256 0.047 -0.045 -0.131
H 4.788 5.417 1.214 0.096 -0.108 0.002
H 2.815 8.552 1.012 0.072 0.134 0.017
H 1.250 7.856 1.446 -0.123 0.038 0.040
H 1.966 7.484 -0.118 -0.039 0.018 -0.120
H 3.358 4.007 0.187 0.083 0.101 -0.019
H 5.011 1.791 0.760 0.085 0.112 0.022
H 4.703 -0.038 4.598 -0.031 -0.007 0.116
H 3.153 0.342 6.076 0.157 0.052 0.047
H 1.734 -0.561 6.606 -0.070 -0.071 0.086
H 1.555 0.829 5.532 -0.101 0.146 -0.036
H 4.090 -1.930 5.290 0.129 0.008 0.055
H 3.228 -2.832 4.047 0.034 -0.149 -0.121
H 2.592 -2.770 5.692 -0.082 -0.076 0.118
H 0.240 -0.587 3.898 -0.054 -0.018 -0.007
H 0.412 -1.875 5.104 0.022 -0.058 0.104
H 0.864 -2.160 3.421 -0.086 -0.065 -0.110
H 5.579 3.031 4.361 -0.056 0.087 0.008
H 7.272 2.676 4.746 0.124 0.049 0.068
H 5.988 1.600 5.302 -0.060 -0.037 0.091
H 6.399 3.191 1.903 -0.062 0.128 -0.081
H 7.228 1.802 1.186 -0.002 -0.009 -0.155
H 8.009 2.735 2.461 0.097 0.006 0.059
H 7.005 -0.412 4.175 -0.040 -0.103 0.069
H 8.372 0.586 3.663 0.138 0.003 0.059
H 7.449 -0.343 2.469 0.022 -0.079 -0.056
H 0.422 6.035 2.512 -0.052 0.074 0.103
H -0.557 5.456 4.281 0.083 0.119 0.024
H -0.521 3.723 4.581 0.067 -0.113 0.071
H -2.040 4.615 4.725 -0.120 -0.003 0.052
H -1.705 6.342 2.172 0.051 0.108 -0.003
H -3.190 5.489 2.604 -0.148 0.027 0.071
H -2.431 5.206 1.034 -0.070 -0.004 -0.170
H -1.780 2.122 3.040 -0.007 -0.086 0.008
H -2.641 2.761 1.647 -0.079 -0.099 -0.082
H -3.197 3.156 3.273 -0.072 0.087 0.067
C 0.331 3.250 -2.982 -0.128 -0.198 -0.161
O 0.122 2.407 -1.866 -0.261 0.013 0.268
C -0.258 1.068 -2.102 0.453 0.365 -1.578
O -0.353 0.767 -3.293 -0.064 0.124 1.324
H 1.265 2.986 -3.493 -0.089 0.054 -0.036
H -0.500 3.157 -3.686 0.098 0.060 -0.036
H 0.392 4.266 -2.592 0.039 0.037 0.014
C 3.512 -1.500 -1.465 -0.105 0.142 0.005
C 2.242 -1.765 -2.180 0.227 0.008 -0.018
N 1.036 -1.411 -1.810 0.038 0.339 0.272
C 0.189 -1.860 -2.785 0.106 -0.247 -0.434
C 0.896 -2.495 -3.756 -0.487 0.090 -0.045
N 2.208 -2.427 -3.364 0.049 0.162 0.106
H 3.290 -1.260 -0.430 0.083 -0.028 0.120
H 4.029 -0.648 -1.908 0.088 0.049 0.012
H 4.157 -2.375 -1.506 0.102 -0.090 0.073
H -0.863 -1.672 -2.721 -0.152 0.007 -0.096
H 0.599 -2.979 -4.666 -0.087 -0.056 -0.078
H 2.997 -2.814 -3.856 -0.102 0.042 0.205